Record 1
DFT (wB97M-V/def2-TZVPD) results for C33H52BF32INO13P3Si2 as an isolated structure.

CARTESIAN COORDINATES (ANGSTROEM)
C -3.6447 0.8041 4.3592
C -4.7433 0.5823 3.3277
O -4.9611 1.7668 2.5692
C -4.6180 1.6349 1.2007
C -5.1010 2.8666 0.4357
Si -3.8290 3.6684 -0.6601
O -2.2913 3.3144 -0.1482
B -1.9278 3.6040 1.1464
O -1.9050 4.8950 1.6573
O -1.4891 2.5614 1.9281
O -3.9348 3.2565 -2.2717
Si -4.5444 1.8172 -2.8291
C -4.1006 1.7568 -4.6574
N -4.6937 0.5993 -5.3639
C -3.8652 0.2699 -2.0071
C -2.5996 -0.2971 -2.7102
P -1.3626 -0.9799 -1.5985
O -0.0821 -1.0929 -2.3077
O -1.3306 -0.0412 -0.3397
C -0.0952 0.6554 0.0121
C 0.2456 1.7693 -0.9458
O -1.8105 -2.4267 -1.0890
C -3.1687 -2.8687 -1.2312
C -3.2552 -4.3043 -0.7223
P -6.8180 1.8103 -2.9314
O -7.1915 3.2798 -2.2761
I -7.5475 0.1742 -1.2740
P -4.1194 5.8935 -0.5123
C -5.1495 6.2437 -2.0153
C -2.4910 6.6795 -0.9113
H -2.6649 0.7457 3.8931
H -3.8016 1.7956 4.7763
H -3.7287 0.0560 5.1389
H -4.4780 -0.2463 2.6705
H -5.6691 0.3153 3.8374
H -5.0982 0.7443 0.7831
H -3.5415 1.4660 1.1063
H -5.3687 3.6262 1.1717
H -6.0352 2.6274 -0.0681
H -2.7297 5.1610 2.0882
H -1.6361 2.7888 2.8578
H -4.5334 2.6588 -5.0967
H -3.0262 1.8119 -4.8013
H -3.9888 -0.0964 -5.5747
H -5.3959 0.1220 -4.8084
H -3.6199 0.4169 -0.9563
H -4.6251 -0.5079 -2.0463
H -2.8574 -1.0900 -3.4060
H -2.0405 0.4664 -3.2443
H -0.3051 1.0788 0.9883
H 0.7079 -0.0674 0.1071
H 0.8848 2.4763 -0.4208
H -0.6451 2.2838 -1.2917
H 0.8074 1.4015 -1.7993
H -3.8418 -2.2504 -0.6401
H -3.4691 -2.8661 -2.2759
H -4.1929 -4.4921 -0.2080
H -3.1813 -5.0087 -1.5473
H -2.4222 -4.5114 -0.0580
H -7.5972 3.8017 -2.9830
H -4.4928 6.6272 -2.7932
H -5.9041 6.9926 -1.8038
H -5.6006 5.3386 -2.4079
H -1.6947 5.9742 -1.1253
H -2.6133 7.3889 -1.7249
H -2.1877 7.2543 -0.0413
C -2.4258 -3.5471 8.0440
C -2.5551 -2.2248 7.2719
C -1.2701 -1.5178 6.8328
F -0.5161 -1.1569 7.8886
F -1.6141 -0.3966 6.1554
F -3.3421 -1.3671 7.9545
F -3.2016 -2.5336 6.1077
O -2.5386 -3.5111 9.4543
C -1.4642 -3.2677 10.2709
C -1.6535 -1.9868 11.0928
F -1.8369 -0.9241 10.2873
F -0.5400 -1.7792 11.8317
F -0.3007 -3.2574 9.5928
F -1.4028 -4.2820 11.1638
H -3.2924 -4.1269 7.7322
H -1.5472 -4.1085 7.7253
H -0.6821 -2.1605 6.1718
H -2.5170 -2.0927 11.7525
C 3.0248 -4.7174 -6.1736
C 3.6772 -5.4923 -5.0185
C 2.9888 -6.7677 -4.5204
F 1.7614 -6.5170 -4.0288
F 3.7470 -7.2841 -3.5263
F 3.9173 -4.6614 -3.9807
F 4.8932 -5.9123 -5.4875
O 2.2396 -3.5874 -5.8567
C 0.9054 -3.6860 -5.5466
C 0.6177 -3.2077 -4.1220
F 1.3283 -3.9285 -3.2291
F -0.6994 -3.3869 -3.8597
F 0.4293 -4.9297 -5.7759
F 0.2413 -2.8479 -6.3767
H 3.8643 -4.3006 -6.7275
H 2.5072 -5.3907 -6.8574
H 2.9114 -7.5028 -5.3265
H 0.8662 -2.1538 -4.0067
C 7.3405 -5.1367 -3.3905
C 7.2520 -5.6538 -1.9457
C 6.8349 -4.6621 -0.8566
F 7.7195 -3.6507 -0.7443
F 6.7940 -5.3180 0.3270
F 8.4079 -6.2637 -1.6028
F 6.2721 -6.5993 -1.9570
O 8.6166 -4.7855 -3.9008
C 9.1557 -3.5388 -3.7347
C 10.4560 -3.5845 -2.9231
F 10.2465 -4.1283 -1.7107
F 10.9061 -2.3190 -2.7545
F 8.2749 -2.6632 -3.2139
F 9.4980 -3.0826 -4.9642
H 7.0459 -5.9885 -3.9997
H 6.6036 -4.3560 -3.5787
H 5.8418 -4.2570 -1.0693
H 11.2063 -4.1714 -3.4568
C 4.4017 7.3081 1.1158
C 5.3287 6.2839 1.7900
C 5.7224 5.0354 0.9944
F 4.6451 4.2868 0.6852
F 6.5513 4.2874 1.7571
F 4.8225 5.9261 2.9884
F 6.5034 6.9405 2.0190
O 3.0200 7.2667 1.4256
C 2.1401 6.4634 0.7493
C 1.4926 5.4251 1.6726
F 2.4249 4.6487 2.2550
F 0.6831 4.6349 0.9290
F 2.7013 5.8859 -0.3312
F 1.1340 7.2526 0.3068
H 4.7249 8.2673 1.5152
H 4.5702 7.3487 0.0396
H 6.2463 5.3153 0.0762
H 0.9061 5.9217 2.4480

Force components x, y, z for each atom (eV/Å):
-0.52 0.03 -0.48
0.30 0.09 0.19
-0.12 -0.02 -0.08
-0.05 -0.34 -0.07
0.21 -0.42 0.24
0.15 1.19 -0.99
-0.57 0.14 0.40
0.73 -0.30 0.05
-0.74 0.04 0.29
-0.64 0.23 0.35
-0.25 -0.83 0.70
0.84 -0.19 -0.31
-0.91 0.07 0.11
0.30 -0.24 0.11
0.38 -0.29 -0.34
-0.50 0.12 0.77
0.79 -0.54 -0.92
0.58 0.19 0.04
-0.05 0.08 0.26
-0.20 0.21 0.40
0.41 -0.21 -0.25
-0.68 0.49 -0.07
-0.06 -0.79 0.57
0.19 -0.07 -0.30
-0.28 -0.18 -0.57
0.15 0.24 -0.06
0.02 0.10 0.17
-0.28 0.13 0.45
0.40 -0.06 -0.16
-0.01 0.04 0.23
0.16 0.03 0.06
0.12 0.05 0.25
0.14 -0.02 0.14
-0.04 -0.10 -0.11
-0.17 0.10 -0.05
-0.12 -0.07 0.01
0.10 0.06 0.04
0.05 0.13 0.09
-0.07 0.16 -0.19
0.17 0.18 -0.18
0.47 -0.08 -0.14
0.22 0.22 -0.12
0.15 -0.01 -0.05
0.01 0.05 -0.02
-0.08 0.06 -0.07
-0.24 0.23 0.13
-0.24 0.05 0.15
0.02 0.04 -0.29
0.13 0.05 -0.12
-0.04 -0.22 -0.05
0.06 -0.16 -0.13
-0.01 0.18 0.02
-0.01 0.05 0.07
-0.05 -0.10 -0.16
0.05 0.29 -0.05
-0.01 0.32 -0.14
-0.08 0.02 0.09
0.04 -0.08 -0.05
-0.02 0.06 0.23
-0.21 -0.03 0.30
0.01 0.04 -0.13
-0.15 0.02 0.06
-0.21 -0.06 0.06
0.05 -0.09 -0.18
0.01 -0.07 -0.22
0.10 0.01 0.09
-0.03 -0.59 -0.12
-0.16 0.11 0.42
0.11 0.05 -0.18
-0.08 -0.02 0.04
0.14 -0.08 0.12
0.05 0.00 -0.05
0.06 -0.07 -0.07
0.05 0.60 0.03
-0.05 -0.31 -0.22
-0.01 0.07 0.14
0.06 -0.01 -0.04
-0.05 -0.01 -0.02
-0.10 0.05 0.06
0.07 -0.02 -0.01
-0.04 0.02 0.00
0.13 0.18 -0.01
-0.02 -0.01 0.02
0.02 -0.02 -0.01
0.07 0.08 -0.58
-0.21 0.37 0.17
0.09 -0.14 0.03
0.05 0.08 -0.02
-0.04 -0.04 0.00
0.02 -0.06 0.00
0.00 -0.08 -0.10
0.01 -0.12 0.56
0.07 -0.14 -0.30
0.01 0.25 0.31
-0.04 -0.12 -0.11
-0.02 -0.15 -0.19
0.04 0.11 0.07
-0.05 -0.05 -0.03
0.04 0.01 0.02
-0.08 -0.13 0.16
0.01 0.03 0.00
-0.06 0.00 -0.01
-0.34 0.00 -0.47
0.44 0.03 -0.17
-0.15 -0.04 0.12
0.03 -0.03 -0.05
0.01 0.04 -0.03
-0.06 0.05 0.04
-0.12 -0.03 0.03
0.28 0.00 0.54
-0.33 -0.11 -0.19
0.15 0.03 0.01
-0.06 0.04 0.02
0.00 -0.05 -0.01
0.10 -0.08 0.00
-0.03 0.08 0.00
0.01 -0.03 0.02
0.04 0.08 0.19
0.02 0.01 -0.02
-0.02 0.02 -0.02
0.05 0.52 -0.29
-0.39 -0.04 0.26
0.18 -0.05 -0.03
-0.03 0.05 0.04
-0.04 0.01 -0.03
0.04 -0.02 -0.06
0.06 0.04 -0.10
0.05 -0.53 0.26
0.17 0.29 -0.14
-0.20 -0.06 0.16
0.06 -0.03 -0.08
0.19 -0.02 -0.09
-0.04 0.00 0.12
0.00 -0.02 -0.08
0.01 0.00 0.05
0.01 -0.22 -0.02
-0.03 0.00 0.00
-0.04 0.03 -0.07

=====

Record 2
DFT (wB97M-V/def2-TZVPD) results for one molecule with the formula C6H10O.

CARTESIAN COORDINATES (ANGSTROEM)
C -0.3245 0.2145 -1.8502
C -0.6871 -0.2173 -0.6541
C -2.0668 -0.0136 -0.1035
C 0.2711 -0.9455 0.2530
C 0.9413 0.0150 1.2423
C 2.0666 0.7995 0.6318
O 2.5869 0.5853 -0.4246
H -1.0044 0.7503 -2.4913
H 0.6702 0.0580 -2.2295
H -2.0281 0.4722 0.8711
H -2.5615 -0.9762 0.0284
H -2.6684 0.5958 -0.7722
H -0.2664 -1.7163 0.8088
H 1.0525 -1.4218 -0.3406
H 1.3777 -0.5411 2.0789
H 0.2198 0.7156 1.6680
H 2.4211 1.6255 1.2837

Force components x, y, z for each atom (eV/Å):
0.03 0.06 -0.16
-0.06 -0.16 0.14
0.07 0.04 -0.13
0.14 0.13 0.01
-0.19 -0.44 -0.35
-0.06 0.34 0.58
0.10 -0.13 -0.29
-0.21 0.12 -0.07
0.23 -0.08 -0.03
-0.06 0.03 0.12
-0.07 -0.06 0.06
-0.09 0.05 -0.01
0.03 -0.04 -0.02
-0.05 -0.07 0.05
0.01 0.09 0.10
0.04 0.06 0.10
0.12 0.05 -0.10

The structure (SMILES) is C=C(C)CCC=O. The relative energy (zero: lowest compared OMol25 entry of this formula, charge and spin) comes out at 9.9 kcal per mole.

=====

no.,F_max (eV Å⁻¹),orbital gap (eV)
1,1.56,8.042
2,0.67,10.266